No. 1
Formula: C4H10N2O2
Source: the Open Molecules 2025 dataset
Level of theory: ωB97M-V/def2-TZVPD

Output
Structure (SMILES) ... [H]/N=C/N=C.CC(O)O
Maximum force ... 2.40 eV/A
Relative energy (zero: lowest compared OMol25 entry of this formula, charge and spin) ... 314.9 kJ/mol
Orbital gap ... 0.345 Eh
Energy ... -11383.639 eV

Cartesian coordinates (Å):
1 C 0.384 -1.138 -0.579
2 C 1.893 -0.974 -0.746
3 O -0.175 -1.844 -1.659
4 O 0.066 -1.675 0.642
5 H -0.053 -2.785 -1.484
6 H -0.697 -1.063 1.077
7 H -0.078 -0.088 -0.655
8 H 2.267 -0.280 0.001
9 H 2.377 -1.940 -0.620
10 H 2.119 -0.591 -1.737
11 C -1.792 1.235 0.862
12 C 0.187 2.370 0.183
13 N -0.847 1.664 0.011
14 N -1.792 0.062 1.370
15 H -2.650 -0.205 1.839
16 H -2.567 1.987 1.037
17 H 0.704 2.738 -0.693
18 H 0.655 2.527 1.152

=====

No. 2
Formula: C3H7INO
Source: the Open Molecules 2025 dataset
Level of theory: ωB97M-V/def2-TZVPD

Output
Total charge ... +1
Maximum force ... 1.29 eV/A
Relative energy (zero: lowest compared OMol25 entry of this formula, charge and spin) ... 0.0 kJ/mol
Orbital gap ... 0.326 Eh
Energy ... -14855.398 eV

Cartesian coordinates (Å):
1 C -0.586 -0.330 -0.710
2 C -1.773 0.609 -0.410
3 C -0.308 0.764 1.246
4 N 0.259 -0.086 0.453
5 O -1.439 1.206 0.862
6 I 4.752 -0.049 -0.177
7 H -0.876 -1.384 -0.758
8 H -0.054 -0.073 -1.628
9 H -1.893 1.414 -1.138
10 H -2.726 0.088 -0.289
11 H 0.105 1.123 2.181
12 H 6.131 -0.698 0.117
13 H 1.180 -0.498 0.554

=====

No. 3
Formula: C4H8N2O
Source: the Open Molecules 2025 dataset
Level of theory: ωB97M-V/def2-TZVPD

Output
Structure (SMILES) ... CC1=NCCON1
Maximum force ... 14.81 eV/A
Relative energy (zero: lowest compared OMol25 entry of this formula, charge and spin) ... 799.8 kJ/mol
Orbital gap ... 0.357 Eh
Energy ... -9298.103 eV

Cartesian coordinates (Å):
1 C 2.229 0.028 -0.026
2 C 0.610 0.193 0.031
3 C -1.444 0.987 0.347
4 C -1.782 -0.183 -0.341
5 H 2.634 0.996 -0.625
6 H 2.636 -0.219 0.920
7 H 2.512 -0.996 -0.701
8 H -2.140 1.976 0.012
9 H -1.198 0.887 1.598
10 H -1.325 -0.025 -1.406
11 H -2.928 -0.770 -0.558
12 H 0.917 -1.688 0.630
13 N 0.024 1.291 -0.092
14 N 0.384 -0.990 0.020
15 O -1.130 -1.487 0.191

=====

No. 4
Formula: C5H14NO
Source: the Open Molecules 2025 dataset
Level of theory: ωB97M-V/def2-TZVPD

Output
Total charge ... +1
Maximum force ... 2.26 eV/A
Relative energy (zero: lowest compared OMol25 entry of this formula, charge and spin) ... 38.6 kJ/mol
Orbital gap ... 0.463 Eh
Energy ... -8943.608 eV

Cartesian coordinates (Å):
1 C 2.353 0.485 -0.139
2 C 1.163 -0.422 0.058
3 N 0.057 0.310 0.758
4 C -0.660 1.121 -0.270
5 C -0.641 0.226 -1.488
6 C 0.515 -0.832 -1.286
7 H 2.786 0.772 0.832
8 H 2.142 1.385 -0.713
9 H 3.214 -0.060 -0.527
10 H 1.495 -1.215 0.727
11 H 0.447 0.929 1.468
12 H -0.610 -0.281 1.257
13 H -1.700 1.199 0.051
14 H -0.299 2.136 -0.393
15 H -1.595 -0.168 -1.815
16 H -0.325 0.769 -2.385
17 H 1.220 -0.638 -2.086
18 H 0.205 -1.868 -1.285
19 H -2.227 -1.740 1.690
20 H -3.077 -0.569 2.297
21 O -2.267 -0.781 1.773